Molecular formula: C5H9F
Method: DFT, ωB97M-V/def2-TZVPD

Computed properties:
SMILES: FCCC1CC1
Highest occupied orbital energy (eV): -9.7
HOMO-LUMO gap (eV): 10.86
Charge: 0
Energy above the lowest of the compared OMol25 structures with the same formula, charge and spin (kcal/mol): 81.1

Structure (XYZ):
```
15
Properties=species:S:1:pos:R:3:forces:R:3:mulliken_charge:R:1
C -0.4877 -1.6860 -0.3666 -1.35 5.08 -3.24 -0.255
C 0.7529 -0.8359 -0.3949 1.03 -1.68 3.66 -0.727
C 0.2077 0.5335 -0.4433 1.02 3.48 -0.13 0.035
C -0.7614 1.0553 0.5550 -1.88 1.58 1.23 -0.568
C 0.7349 1.6408 0.6702 -1.55 -0.97 -1.23 -0.544
H -1.2724 -1.0216 0.2401 1.58 -2.59 -1.04 0.137
H -0.3854 -2.6749 -0.2118 0.10 -3.32 0.91 0.450
H 1.0561 -1.2130 0.6569 0.47 1.54 -0.78 0.213
H 1.6947 -0.9649 -1.0187 -1.79 -0.44 0.26 0.319
H 0.0519 0.8225 -1.5192 0.19 0.22 1.36 0.311
H -1.1357 0.3977 1.3964 1.06 0.62 -0.77 0.303
H -1.7854 1.6953 0.3363 3.18 -1.25 -0.15 0.209
H 1.2435 0.9534 1.4789 -0.47 2.38 -1.54 0.207
H 0.9849 2.8303 0.3724 -0.62 -3.82 1.12 0.250
F -0.8986 -1.5325 -1.7516 -1.00 -0.83 0.36 -0.339
```
Positions in Å, forces in eV/Å.

---

Molecular formula: C5H9F12HfN6O24S8
Method: DFT, ωB97M-V/def2-TZVPD

Computed properties:
Highest occupied orbital energy (eV): -8.7
HOMO-LUMO gap (eV): 1.80
Charge: -1

Structure (XYZ):
```
65
Properties=species:S:1:pos:R:3:forces:R:3:mulliken_charge:R:1
Hf -3.0960 0.1632 -1.6294 0.54 -1.18 0.59 1.879
C 1.1425 5.4983 -1.7736 -1.22 1.75 -0.16 0.659
F 0.2440 5.8551 -0.7929 1.27 -0.99 -1.27 -0.198
F 1.6294 6.6504 -2.2875 -0.55 -0.78 0.10 -0.210
F 2.1357 4.8056 -1.3454 0.75 -0.80 1.17 -0.172
S 0.3267 4.5272 -3.1473 -0.48 -0.09 -2.53 1.121
O -0.5634 5.5315 -3.7696 0.83 -1.10 0.76 -0.479
O 1.3993 4.0825 -4.0755 -1.31 0.89 1.73 -0.467
O -0.4197 3.3668 -2.6418 0.49 0.91 0.35 -0.481
C -6.5127 5.6523 0.7692 -1.62 -0.40 -1.26 0.635
F -7.8758 5.8874 0.7233 2.04 -0.31 0.53 -0.210
F -5.8812 6.8259 0.7940 -0.30 -1.21 0.64 -0.179
F -6.2188 4.8174 1.7881 -0.23 1.55 -1.23 -0.171
S -6.1125 4.7906 -0.9392 0.21 -0.71 -2.69 1.107
O -5.4119 5.7955 -1.8172 -1.80 -1.61 2.03 -0.489
O -5.1816 3.6910 -0.6316 0.01 0.42 0.40 -0.513
O -7.3409 4.1596 -1.5301 1.98 1.97 1.48 -0.504
N -0.5119 0.6361 1.0050 0.15 3.99 4.16 0.003
S 0.9071 0.0408 1.1616 5.45 -4.95 -4.06 0.936
O 1.1173 -0.9303 2.2231 -0.12 2.19 -0.58 -0.473
O 2.0812 0.6980 0.5348 -2.31 -0.05 2.45 -0.505
F 0.5327 -0.8461 -0.0350 0.13 -2.87 -2.41 -0.284
S -0.2242 1.6338 2.4304 -3.82 1.75 3.93 0.943
O 0.8015 2.6620 2.3916 -0.87 -2.29 -0.25 -0.498
O -0.5408 0.9057 3.7067 1.15 2.18 -4.20 -0.495
F -1.5156 2.4826 2.0770 -0.30 0.04 0.43 -0.218
N -4.3901 -2.1143 0.9854 -3.62 0.83 3.00 -0.162
S -5.4546 -1.8827 2.4004 -0.71 8.24 0.20 1.000
O -4.9633 -1.2404 3.5986 1.15 -2.02 -0.81 -0.530
O -6.6665 -2.5583 2.4943 -1.25 -2.86 -0.29 -0.511
F -5.9779 -0.5111 1.7258 -0.16 0.45 -1.01 -0.316
S -3.9646 -3.4861 1.5976 2.04 -5.13 -3.94 1.004
O -4.8587 -4.6513 1.5057 1.45 2.77 0.50 -0.542
O -3.0911 -3.3045 2.6740 0.59 -0.33 2.64 -0.491
F -2.9549 -3.6662 0.4111 0.88 -1.22 -1.09 -0.257
N -1.9677 -2.5382 -4.0268 -2.07 -2.94 -1.18 -0.176
S -2.6377 -4.0247 -4.7024 -4.60 -3.00 3.85 1.009
O -2.1880 -5.2676 -4.1028 0.80 1.89 -1.19 -0.519
O -3.1157 -4.0528 -6.0487 0.48 0.75 0.80 -0.513
F -3.9522 -3.8460 -3.7552 -0.08 0.61 -0.82 -0.299
S -0.7520 -2.7268 -4.9658 7.07 3.79 -3.13 0.987
O -0.9687 -2.4351 -6.4222 0.61 -1.40 3.91 -0.553
O 0.2661 -3.6923 -4.5076 -2.47 1.51 -1.45 -0.543
F -0.0693 -1.3053 -4.4864 -0.12 -0.30 -0.07 -0.324
C 6.4718 -3.1355 2.4804 -0.27 -0.45 0.85 -0.694
N 7.2862 -2.0325 2.0209 -1.65 3.30 4.07 0.863
O 7.4873 -2.0004 0.8877 1.90 0.13 -5.27 -0.505
O 7.4674 -1.0527 2.7922 0.21 -2.10 -0.61 -0.528
H 6.2901 -3.8050 1.6397 0.42 -0.11 0.35 0.322
H 5.5262 -2.6550 2.7317 0.09 -0.29 0.52 0.282
H 7.0388 -3.5221 3.3273 -0.71 -0.46 0.07 0.260
C 5.6840 0.1972 -4.3588 -0.10 1.09 0.40 -0.685
N 6.9040 0.5839 -5.1549 2.10 0.18 -0.92 0.753
O 7.6200 1.5596 -4.7162 -2.50 -3.51 -1.83 -0.480
O 7.1145 -0.1008 -6.2085 -0.32 2.52 3.27 -0.471
H 5.8368 0.3779 -3.2948 0.63 -0.31 -0.12 0.301
H 5.3105 -0.8065 -4.5614 0.40 0.29 -0.33 0.299
H 4.9587 0.9781 -4.5873 -0.21 -0.26 -0.46 0.282
C 1.1249 -3.2606 6.9209 0.30 -0.58 -0.52 -0.598
N 2.3930 -2.5772 7.2514 -0.49 1.10 -0.61 0.847
O 2.6536 -1.6216 6.5067 0.45 -1.24 1.44 -0.501
O 2.9965 -2.9670 8.2272 0.48 0.47 -0.28 -0.533
H 0.3328 -2.7861 7.5001 0.03 0.08 -0.37 0.251
H 1.2109 -4.3123 7.1942 0.02 0.18 0.08 0.282
H 1.0888 -3.1405 5.8382 -0.79 0.00 0.24 0.253
```
Positions in Å, forces in eV/Å.

---

Molecular formula: C5H9F2NO2S
Method: DFT, ωB97M-V/def2-TZVPD

Computed properties:
Highest occupied orbital energy (eV): -9.8
HOMO-LUMO gap (eV): 10.30
Charge: 0
Energy above the lowest of the compared OMol25 structures with the same formula, charge and spin (kcal/mol): 87.9

Structure (XYZ):
```
20
Properties=species:S:1:pos:R:3:forces:R:3:mulliken_charge:R:1
C 1.5209 -0.2423 0.5706 0.22 -1.62 1.97 -0.014
C 0.0113 -0.6881 0.8861 -1.04 5.28 -4.67 -0.602
C -0.7597 -1.0353 -0.4747 0.71 0.74 -0.63 -0.751
C -2.8229 0.8080 -0.0705 -0.38 -0.17 1.88 0.234
C 1.7155 0.8308 -0.3660 -1.38 5.26 -2.76 0.305
H 2.0908 -2.0639 0.3636 1.46 1.04 -1.05 0.318
H 1.5843 -1.3163 -1.1196 3.84 0.29 3.07 0.394
H 2.0246 -0.1192 1.5668 -0.60 0.78 -0.85 0.396
H -0.0455 -1.3498 1.6391 -0.12 -2.64 2.42 0.525
H -0.6251 0.2661 1.1561 2.03 -1.94 0.17 0.336
H -0.4914 -0.2163 -1.2625 -0.09 -1.78 1.23 0.258
H -0.6212 -2.0686 -0.8838 0.28 0.95 0.21 0.333
H -3.9099 0.9278 0.2559 1.49 0.32 -0.83 0.244
H 1.6195 2.6718 -0.3388 0.28 5.19 -5.22 0.301
N 2.3949 -1.1549 -0.1440 -4.99 -5.55 -2.15 -0.731
O 1.5916 2.0867 0.2988 0.19 -6.82 3.62 -0.423
O 1.8401 0.7662 -1.6115 -0.44 0.59 4.17 -0.538
F -2.4605 1.4700 -1.1896 -0.09 0.74 1.11 -0.197
F -2.0768 1.3753 1.1324 -1.65 -0.88 -2.97 -0.333
S -2.5804 -0.9481 -0.4084 0.28 0.21 1.27 -0.056
```
Positions in Å, forces in eV/Å.

---

Molecular formula: C5H9F2O3P
Method: DFT, ωB97M-V/def2-TZVPD

Computed properties:
SMILES: CC(F)(F)P(C=O)OCCO
Highest occupied orbital energy (eV): -9.0
HOMO-LUMO gap (eV): 9.50
Charge: 0
Energy above the lowest of the compared OMol25 structures with the same formula, charge and spin (kcal/mol): 95.4

Structure (XYZ):
```
20
Properties=species:S:1:pos:R:3:forces:R:3:mulliken_charge:R:1
C -2.0824 0.8916 1.2777 0.21 2.53 2.47 0.024
C 1.3287 1.8849 -1.3223 2.70 0.89 2.95 -0.402
C -2.1963 -1.6474 0.5565 1.61 2.46 0.97 -1.333
C 1.5860 0.7338 -0.0988 -1.85 1.61 1.58 -0.350
C -2.2111 -0.8561 -0.7291 3.18 1.38 1.43 0.976
O -3.1601 1.3558 1.5657 -0.51 -0.48 -1.23 -0.455
O 0.4127 2.9033 -0.7414 0.72 -1.22 -5.88 -0.429
O 0.1521 0.2237 0.3350 2.47 1.05 -0.63 -0.345
F -3.4156 -0.5061 -1.1955 -0.11 -0.66 -0.55 -0.276
F -1.3769 -1.4816 -1.6623 -1.30 -0.09 -0.14 -0.308
P -1.2158 0.8135 -0.3812 -1.37 -1.20 0.16 -0.040
H -1.4452 0.8293 2.2304 0.40 -0.86 -1.23 0.364
H 1.0539 1.4137 -2.2837 -0.87 0.26 0.88 0.328
H 0.5283 2.8885 0.1460 0.78 -0.01 4.34 0.334
H 2.3375 2.4451 -1.5952 -1.82 -1.26 0.86 0.263
H -1.1335 -1.4804 1.0557 -2.33 -0.33 -0.89 0.278
H -2.2902 -2.6457 0.4067 -0.41 -3.18 -0.61 0.424
H -3.0177 -1.3062 1.1946 0.35 -0.06 0.01 0.394
H 2.2862 0.9446 0.9910 -2.59 0.30 -3.32 0.198
H 2.0211 -0.1695 -0.3911 0.74 -1.13 -1.19 0.356
```
Positions in Å, forces in eV/Å.

---

Molecular formula: C5H9FN
Method: DFT, ωB97M-V/def2-TZVPD

Computed properties:
Highest occupied orbital energy (eV): -16.9
HOMO-LUMO gap (eV): 11.72
Charge: +1
Energy above the lowest of the compared OMol25 structures with the same formula, charge and spin (kcal/mol): 41.8

Structure (XYZ):
```
16
Properties=species:S:1:pos:R:3:forces:R:3:mulliken_charge:R:1
C -0.9996 1.0852 2.1251 -1.75 -0.43 1.38 0.049
C -1.4521 -1.0985 -0.1198 -0.25 1.59 -4.70 -1.146
C 1.9483 0.7514 -0.5069 1.39 -0.92 -1.57 -1.061
C -0.0056 -0.9612 -0.5516 1.60 -0.24 1.11 -0.234
C 0.5618 0.3856 -0.5688 -1.16 0.50 1.26 0.855
N -0.0279 0.9050 1.5573 0.17 0.30 0.11 -0.375
F -0.2698 1.3091 -0.9515 0.50 -0.31 -0.14 -0.190
H -1.9574 1.0675 2.7100 1.44 0.37 -0.83 0.331
H -1.9593 -0.2563 -0.7169 0.20 -1.23 1.17 0.330
H -1.8187 -1.9906 -0.5786 -0.39 -0.71 -0.03 0.362
H -1.7418 -1.0441 0.8601 0.01 0.06 2.48 0.318
H 2.5009 -0.1792 -1.0023 -0.55 2.41 1.00 0.312
H 2.1050 1.7815 -0.8683 0.05 -0.71 -0.98 0.378
H 2.2883 0.9544 0.4909 0.03 -0.95 0.90 0.364
H 0.0826 -0.9592 -1.6351 -0.45 -0.80 -1.18 0.375
H 0.7454 -1.7507 -0.2436 -0.85 1.08 0.03 0.331
```
Positions in Å, forces in eV/Å.

---

Molecular formula: C5H9FN
Method: DFT, ωB97M-V/def2-TZVPD

Computed properties:
Highest occupied orbital energy (eV): -10.7
HOMO-LUMO gap (eV): 2.27
Charge: +1
Energy above the lowest of the compared OMol25 structures with the same formula, charge and spin (kcal/mol): 210.7

Structure (XYZ):
```
16
Properties=species:S:1:pos:R:3:forces:R:3:mulliken_charge:R:1
C -1.6506 0.0619 -7.5605 1.69 -1.25 1.63 0.152
C 0.7762 -0.2333 4.7443 -0.84 1.17 -0.86 -0.749
C -1.4081 0.7134 4.2807 1.34 2.55 2.15 -0.904
C 1.0597 -1.6633 -6.5122 0.21 -2.36 -1.68 0.060
C -0.0021 0.4113 3.9096 -1.31 -0.93 1.64 -0.069
N 0.7257 -0.4986 -6.4186 -0.91 -0.39 -0.34 -0.096
F -2.5920 -0.4618 -6.8693 0.68 1.51 -1.44 -0.019
H -1.7529 1.0436 -8.1011 -1.13 -0.51 0.46 0.272
H 1.5886 -0.7261 4.3990 2.89 -1.16 -0.74 0.296
H 0.5574 -0.2442 5.7574 -0.53 -0.42 1.76 0.267
H -1.7475 0.1975 5.1857 0.28 0.39 0.01 0.291
H -1.9281 0.3014 3.5005 -2.03 -0.36 -1.98 0.300
H -1.4735 1.8425 4.3861 -0.77 -1.29 -0.26 0.228
H 1.9616 -2.2231 -6.1191 -0.30 1.33 0.49 0.334
H 0.6699 -2.5265 -7.2065 -0.25 1.69 0.88 0.296
H 0.1362 0.5136 2.8848 0.96 0.05 -1.73 0.340
```
Positions in Å, forces in eV/Å.

---

Molecular formula: C5H9FN
Method: DFT, ωB97M-V/def2-TZVPD

Computed properties:
Highest occupied orbital energy (eV): -15.7
HOMO-LUMO gap (eV): 10.55
Charge: +1
Energy above the lowest of the compared OMol25 structures with the same formula, charge and spin (kcal/mol): 63.6

Structure (XYZ):
```
16
Properties=species:S:1:pos:R:3:forces:R:3:mulliken_charge:R:1
C -1.9688 -0.5902 -0.1173 -1.54 -4.76 0.80 0.227
C 1.3826 -0.3304 -0.5088 1.60 -0.93 -0.75 -0.586
C 1.1011 1.0835 -0.0285 0.99 3.11 0.20 -0.456
C 0.3658 -1.1546 0.2496 1.23 -2.10 0.62 -0.558
C -0.3852 1.1556 0.2658 -2.26 1.71 0.82 -0.617
N -0.7555 -0.2665 0.1069 -2.64 -0.02 1.07 0.170
F -2.8738 0.2943 -0.2855 -0.08 0.23 -0.05 -0.120
H -2.6599 -2.1412 0.0022 2.26 4.35 -0.54 0.413
H 1.2373 -0.6677 -1.5966 0.36 1.53 1.23 0.294
H 2.4364 -0.5128 -0.2270 -0.61 -0.55 -0.30 0.325
H 1.6769 1.4619 0.8970 -0.68 -1.43 -1.17 0.289
H 1.3983 1.9033 -0.7317 -0.39 -0.94 0.14 0.334
H 0.1140 -2.1323 -0.2378 0.32 0.86 0.56 0.378
H 0.7228 -1.3525 1.3180 -1.09 0.55 -1.18 0.253
H -0.7251 1.5271 1.3713 1.01 -1.00 -2.63 0.317
H -1.0670 1.7225 -0.4775 1.52 -0.61 1.16 0.338
```
Positions in Å, forces in eV/Å.

---

Molecular formula: C5H9FN2
Method: DFT, ωB97M-V/def2-TZVPD

Computed properties:
SMILES: C=NNCC1(F)CC1
Highest occupied orbital energy (eV): -9.1
HOMO-LUMO gap (eV): 10.01
Charge: 0
Energy above the lowest of the compared OMol25 structures with the same formula, charge and spin (kcal/mol): 94.6

Structure (XYZ):
```
17
Properties=species:S:1:pos:R:3:forces:R:3:mulliken_charge:R:1
C 0.3275 -0.7642 0.5734 1.14 -1.78 1.76 0.888
C -0.4258 -0.7518 1.8225 -3.02 -0.83 1.64 -0.418
C 0.8591 -1.5348 1.8078 0.47 1.48 -0.88 -0.763
C 0.8176 0.4791 0.0561 3.08 0.26 -0.22 -1.017
C -0.8349 1.0499 -2.4097 1.06 1.51 3.70 -0.276
H -1.3746 -1.4221 2.1080 1.92 2.02 -1.16 0.257
H -0.4148 0.3244 2.2195 -0.16 -2.05 -0.05 0.159
H 0.8411 -2.5805 1.5602 -0.28 -0.35 0.54 0.288
H 1.6467 -1.1711 2.4587 0.31 -0.15 -0.45 0.256
H 1.5131 0.2403 -0.8436 -1.53 0.82 0.98 0.380
H 1.4921 0.8904 0.7977 0.43 0.13 0.17 0.356
H 0.0090 2.1995 0.5858 -1.21 -1.09 -2.16 0.269
H -1.2304 1.6797 -3.1698 -0.18 -0.60 -1.37 0.305
H -0.5698 -0.0037 -2.3429 -0.30 -0.02 -0.58 0.267
N -0.2757 1.3669 -0.0310 -0.45 3.46 -2.36 -0.046
N -0.6772 1.8524 -1.3981 0.01 -0.79 1.57 -0.565
F 0.0330 -1.5069 -0.4968 -1.27 -2.02 -1.12 -0.340
```
Positions in Å, forces in eV/Å.

---

Molecular formula: C5H9FO
Method: DFT, ωB97M-V/def2-TZVPD

Computed properties:
Highest occupied orbital energy (eV): -9.1
HOMO-LUMO gap (eV): 9.76
Charge: 0
Energy above the lowest of the compared OMol25 structures with the same formula, charge and spin (kcal/mol): 62.0

Structure (XYZ):
```
16
Properties=species:S:1:pos:R:3:forces:R:3:mulliken_charge:R:1
C 1.1941 1.7512 0.0465 -3.95 -1.53 -1.67 0.491
C -1.0968 0.1245 1.0506 -0.35 -1.91 -1.70 -1.612
C -0.4933 -0.1634 -1.5208 -1.49 -0.04 -0.35 -1.467
C 0.7427 -1.2684 0.5130 1.39 0.84 -3.39 -1.360
C -0.0808 -0.0910 -0.0298 1.96 1.62 -0.61 1.141
O 0.8939 2.7748 -0.4948 0.88 -1.35 0.89 -0.459
F 2.2021 1.5937 0.8633 1.07 0.10 0.65 -0.216
H -0.7767 -0.3827 1.9114 0.59 0.03 1.53 0.399
H -2.0629 -0.3219 0.8688 -0.42 -0.31 -0.72 0.397
H -1.2568 1.1060 1.1428 -0.78 3.79 1.00 0.507
H 0.2886 -0.2258 -2.2609 0.89 -0.23 0.34 0.378
H -1.1341 0.6198 -2.0029 0.46 0.07 1.36 0.350
H -1.1429 -1.0497 -1.7310 0.55 0.16 0.63 0.376
H 1.3988 -0.9112 1.3393 -0.94 -0.79 -0.24 0.304
H -0.1083 -1.9591 0.6716 1.21 -0.43 0.53 0.435
H 1.4326 -1.5967 -0.3669 -1.08 -0.02 1.75 0.334
```
Positions in Å, forces in eV/Å.

---

Molecular formula: C5H9FO
Method: DFT, ωB97M-V/def2-TZVPD

Computed properties:
SMILES: C[C@H](F)[C@H](C)C=O
Highest occupied orbital energy (eV): -9.6
HOMO-LUMO gap (eV): 10.56
Charge: 0
Energy above the lowest of the compared OMol25 structures with the same formula, charge and spin (kcal/mol): 43.3

Structure (XYZ):
```
16
Properties=species:S:1:pos:R:3:forces:R:3:mulliken_charge:R:1
C 0.4119 1.6780 0.0691 0.48 -0.19 0.14 0.079
C 1.2384 -0.1981 -1.2645 -1.05 -3.10 0.02 -1.639
C -1.3786 -0.5235 1.7052 -2.28 -1.02 1.34 -1.023
C 0.1181 0.3017 -0.4226 0.49 -2.24 2.81 0.073
C -0.1025 -0.8141 1.0596 1.51 -0.73 -4.96 0.300
O -0.4863 2.4669 0.2276 0.76 0.44 0.32 -0.488
F 0.9979 -0.5431 1.7812 0.83 0.11 1.28 -0.316
H 1.5772 1.8869 0.2429 -2.12 -0.01 -0.11 0.254
H 1.4104 0.3777 -2.1429 0.07 0.13 -0.88 0.404
H 2.1180 -0.3173 -0.7284 2.02 0.81 1.32 0.450
H 1.1287 -1.3250 -1.4176 -0.51 1.41 -0.83 0.325
H -1.6972 0.3985 1.2454 -0.85 0.34 0.36 0.322
H -2.1952 -1.3540 1.6245 1.57 1.47 -0.40 0.248
H -1.3017 -0.4011 2.8044 0.31 0.19 -0.60 0.292
H -0.8289 0.2112 -0.8892 -0.95 0.31 -0.49 0.431
H 0.0205 -1.9062 0.6371 -0.30 2.06 0.69 0.287
```
Positions in Å, forces in eV/Å.